[1]
Below is C72H64BrN2O2S2TeY as an isolated structure at a distorted geometry, with properties calculated with ωB97M-V/def2-TZVPD.

E_LUMO: -5.5 eV
frontier orbital gap: 6.10 eV
ΔE to the lowest compared entry with this formula, charge and spin: 0.0 kcal/mol

```
! wB97M-V def2-TZVPD RIJCOSX def2/J DEFGRID3
* xyz 2 1
Y -0.692 0.557 -1.639
C -0.757 -8.087 -3.601
C -0.672 -6.715 -2.987
C 0.208 -5.755 -3.496
C 0.301 -4.495 -2.935
C -0.502 -4.194 -1.843
C -1.401 -5.120 -1.324
C -1.475 -6.379 -1.898
S -0.468 -2.624 -1.055
O -0.494 -1.579 -2.204
C 1.215 -2.570 -0.487
C 2.240 -2.127 -1.353
C 3.521 -2.128 -0.893
C 3.830 -2.586 0.415
C 5.168 -2.625 0.881
C 5.453 -3.077 2.136
C 4.412 -3.501 2.996
C 3.113 -3.458 2.584
C 2.790 -3.008 1.278
C 1.447 -2.952 0.811
C 0.284 -3.320 1.684
C -0.030 -4.689 1.922
C 0.787 -5.742 1.419
C 0.452 -7.042 1.644
C -0.718 -7.372 2.373
C -1.527 -6.389 2.857
C -1.206 -5.021 2.647
C -2.042 -3.990 3.136
C -1.730 -2.683 2.913
C -0.567 -2.356 2.179
S -0.365 -0.602 1.969
O -0.599 -0.231 0.488
C 1.358 -0.391 2.294
C 2.202 0.184 1.367
C 3.486 0.537 1.757
C 3.919 0.348 3.068
C 5.284 0.802 3.513
C 3.046 -0.258 3.975
C 1.768 -0.620 3.602
H 0.032 -8.248 -4.333
H -1.717 -8.225 -4.102
H -0.679 -8.859 -2.834
H 0.833 -6.005 -4.346
H 0.988 -3.762 -3.340
H -2.024 -4.858 -0.474
H -2.170 -7.110 -1.500
H 2.004 -1.786 -2.353
H 4.327 -1.791 -1.536
H 5.962 -2.299 0.218
H 6.480 -3.121 2.477
H 4.653 -3.859 3.990
H 2.318 -3.780 3.247
H 1.679 -5.503 0.855
H 1.087 -7.834 1.265
H -0.963 -8.412 2.549
H -2.425 -6.635 3.413
H -2.932 -4.254 3.696
H -2.360 -1.888 3.296
H 1.885 0.355 0.348
H 4.158 0.980 1.030
H 5.862 1.205 2.683
H 5.846 -0.022 3.959
H 5.193 1.583 4.272
H 3.375 -0.436 4.993
H 1.093 -1.071 4.325
C -3.833 0.732 1.126
C -4.021 -0.514 0.297
C -4.509 -1.685 0.866
C -4.672 -2.835 0.106
C -4.356 -2.826 -1.243
C -3.878 -1.673 -1.858
C -3.597 -1.643 -3.339
C -3.715 -0.536 -1.067
N -3.117 0.644 -1.636
C -3.800 1.608 -2.099
C -5.284 1.614 -2.238
C -2.984 2.816 -2.557
C -3.652 4.082 -2.986
N -1.724 2.667 -2.511
C -0.860 3.740 -2.943
C -0.514 3.850 -4.287
C -1.037 2.905 -5.340
C 0.372 4.864 -4.639
C 0.887 5.729 -3.687
C 0.541 5.576 -2.352
C -0.330 4.571 -1.961
C -0.691 4.360 -0.517
H -3.958 0.514 2.186
H -4.562 1.506 0.870
H -2.841 1.168 0.992
H -4.778 -1.686 1.918
H -5.064 -3.735 0.564
H -4.496 -3.720 -1.841
H -3.654 -2.646 -3.759
H -2.606 -1.255 -3.565
H -4.326 -1.022 -3.866
H -5.700 0.638 -2.000
H -5.561 1.887 -3.259
H -5.731 2.357 -1.572
H -4.734 4.038 -2.910
H -3.378 4.320 -4.016
H -3.282 4.907 -2.373
H -1.386 1.963 -4.919
H -0.255 2.676 -6.062
H -1.868 3.347 -5.897
H 0.667 4.965 -5.677
H 1.561 6.521 -3.985
H 0.953 6.243 -1.603
H -0.132 5.026 0.132
H -0.454 3.347 -0.181
H -1.755 4.517 -0.318
Br 5.165 2.054 -5.071
C 3.591 1.677 -4.108
C 3.399 2.253 -2.861
C 2.229 1.971 -2.168
C 1.238 1.111 -2.665
C 1.488 0.558 -3.930
C 2.640 0.833 -4.659
H 4.149 2.915 -2.446
H 2.103 2.459 -1.200
H 0.771 -0.125 -4.387
H 2.800 0.398 -5.638
Te 0.782 3.090 2.757
C 2.130 4.561 3.403
C 2.566 4.545 4.727
C 3.521 5.462 5.149
C 4.048 6.383 4.250
C 3.612 6.399 2.932
C 2.655 5.486 2.504
C -1.039 4.062 3.180
C -2.065 3.309 3.746
C -3.323 3.875 3.931
C -3.555 5.192 3.558
C -2.525 5.949 3.011
C -1.271 5.385 2.814
H 2.158 3.824 5.427
H 3.853 5.458 6.180
H 4.803 7.087 4.578
H 4.017 7.122 2.235
H 2.325 5.496 1.472
H -1.878 2.289 4.065
H -4.115 3.293 4.388
H -4.533 5.633 3.705
H -2.697 6.983 2.740
H -0.468 5.984 2.396
*
```

Atomic partial charges in e from the Löwdin method, atoms 1 to 99: 1.554, -0.031, -0.242, -0.010, -0.040, -0.371, -0.075, -0.020, 1.104, -0.597, -0.299, -0.049, 0.016, -0.147, -0.015, -0.050, -0.047, -0.016, -0.117, -0.149, -0.141, -0.107, -0.009, -0.043, -0.045, -0.016, -0.142, 0.000, -0.073, -0.323, 1.092, -0.655, -0.458, -0.134, -0.025, -0.245, -0.023, -0.020, -0.083, 0.083, 0.094, 0.089, 0.124, 0.117, 0.109, 0.126, 0.100, 0.131, 0.123, 0.115, 0.116, 0.126, 0.125, 0.117, 0.116, 0.122, 0.128, 0.108, 0.089, 0.128, 0.083, 0.087, 0.090, 0.132, 0.129, -0.022, -0.207, -0.036, -0.055, -0.038, -0.222, -0.017, -0.222, 0.043, -0.217, 0.018, -0.219, 0.035, 0.054, -0.225, -0.212, -0.025, -0.022, -0.048, -0.025, -0.220, -0.047, 0.085, 0.090, 0.059, 0.119, 0.115, 0.121, 0.091, 0.056, 0.090, 0.095, 0.108, 0.110



[2]
Below is C72H71FInN10O25 as an isolated structure, with properties calculated with ωB97M-V/def2-TZVPD.

E_LUMO: 0.2 eV
frontier orbital gap: 5.67 eV

```
! wB97M-V def2-TZVPD RIJCOSX def2/J DEFGRID3
* xyz -1 1
C 1.384 1.205 3.365
C 0.949 0.559 2.037
C 1.812 0.902 0.861
O 2.192 0.107 0.019
O 2.098 2.210 0.826
C 2.084 2.874 -0.466
C 1.418 4.228 -0.352
In -0.510 4.293 0.802
C -2.257 3.818 -0.492
C -2.437 2.323 -0.788
C -3.172 1.482 0.271
C -4.369 2.145 0.965
O -4.110 2.386 2.369
C -3.880 3.652 2.737
O -4.333 4.114 3.747
C -0.818 6.465 1.482
C -0.582 6.783 2.911
O -0.635 7.852 3.457
F -0.254 5.728 3.701
H 2.010 0.552 3.972
H 0.483 1.431 3.935
H 1.866 2.155 3.148
H -0.026 1.010 1.807
H 0.786 -0.516 2.105
H 1.591 2.241 -1.204
H 3.132 3.005 -0.757
H 1.166 4.569 -1.357
H 2.116 4.950 0.083
H -0.469 3.323 2.277
H -2.086 4.333 -1.445
H -3.148 4.287 -0.067
H -2.926 2.178 -1.761
H -1.443 1.872 -0.899
H -3.571 0.604 -0.252
H -2.522 1.099 1.060
H -4.722 3.040 0.453
H -5.200 1.435 0.965
H -3.203 4.236 2.103
H -1.878 6.687 1.317
H -0.212 7.152 0.891
C -6.567 -3.056 3.220
C -7.254 -2.065 2.529
C -6.901 -1.758 1.225
C -5.863 -2.452 0.632
C -5.160 -3.429 1.311
C -5.516 -3.734 2.614
N -5.505 -2.147 -0.763
O -6.129 -1.271 -1.328
O -4.611 -2.794 -1.272
H -6.848 -3.299 4.236
H -8.065 -1.531 3.004
H -7.429 -0.990 0.680
H -4.348 -3.952 0.826
H -4.974 -4.511 3.134
C 4.762 0.893 -1.814
C 5.511 1.120 -2.961
C 6.710 1.809 -2.892
C 7.135 2.267 -1.659
C 6.407 2.052 -0.500
C 5.210 1.356 -0.584
N 8.387 3.035 -1.578
O 8.992 3.258 -2.607
O 8.726 3.448 -0.484
H 3.819 0.365 -1.874
H 5.150 0.764 -3.917
H 7.292 2.004 -3.780
H 6.759 2.430 0.447
H 4.617 1.187 0.305
C 8.128 7.869 -0.153
C 7.960 8.928 0.731
C 7.855 8.691 2.091
C 7.915 7.385 2.542
C 8.065 6.315 1.679
C 8.172 6.565 0.320
N 7.820 7.127 3.989
O 7.669 8.084 4.724
O 7.903 5.976 4.365
H 8.207 8.068 -1.213
H 7.910 9.942 0.358
H 7.726 9.505 2.788
H 8.099 5.304 2.057
H 8.286 5.736 -0.363
C 2.545 4.354 -8.232
C 2.703 5.361 -7.288
C 2.685 5.056 -5.937
C 2.512 3.739 -5.557
C 2.348 2.722 -6.478
C 2.365 3.038 -7.827
N 2.511 3.409 -4.119
O 2.632 4.321 -3.331
O 2.387 2.242 -3.806
H 2.563 4.596 -9.287
H 2.841 6.386 -7.604
H 2.805 5.828 -5.191
H 2.209 1.704 -6.147
H 2.239 2.255 -8.562
C 2.421 7.839 2.126
C 1.781 8.822 1.382
C 2.384 9.335 0.245
C 3.621 8.844 -0.127
C 4.280 7.869 0.602
C 3.669 7.367 1.739
N 4.254 9.353 -1.352
O 3.680 10.218 -1.984
O 5.318 8.859 -1.669
H 1.939 7.435 3.007
H 0.807 9.178 1.684
H 1.895 10.094 -0.346
H 5.247 7.505 0.286
H 4.164 6.600 2.319
C -5.234 -9.628 -0.811
C -5.347 -8.250 -0.683
C -5.186 -7.658 0.558
C -4.922 -8.462 1.653
C -4.821 -9.837 1.551
C -4.974 -10.417 0.302
N -4.722 -7.818 2.958
O -4.806 -6.603 2.984
O -4.467 -8.513 3.917
H -5.342 -10.089 -1.782
H -5.536 -7.628 -1.541
H -5.261 -6.587 0.670
H -4.613 -10.439 2.422
H -4.881 -11.489 0.194
C -0.797 -4.808 -1.729
C -1.397 -5.548 -0.716
C -1.715 -6.880 -0.924
C -1.422 -7.448 -2.152
C -0.834 -6.730 -3.175
C -0.517 -5.399 -2.954
N -1.744 -8.869 -2.367
O -2.271 -9.463 -1.447
O -1.479 -9.359 -3.446
H -0.545 -3.770 -1.559
H -1.615 -5.085 0.237
H -2.183 -7.467 -0.147
H -0.615 -7.201 -4.122
H -0.047 -4.823 -3.739
C -8.516 -6.535 -7.046
C -8.371 -5.755 -5.906
C -8.164 -6.355 -4.675
C -8.104 -7.735 -4.614
C -8.250 -8.532 -5.734
C -8.459 -7.920 -6.959
N -7.864 -8.378 -3.310
O -7.756 -7.655 -2.340
O -7.780 -9.589 -3.282
H -8.672 -6.061 -8.006
H -8.415 -4.677 -5.975
H -8.049 -5.761 -3.781
H -8.200 -9.607 -5.652
H -8.574 -8.525 -7.847
C -0.007 6.188 8.147
C 0.823 5.431 8.965
C 1.030 4.088 8.694
C 0.392 3.530 7.602
C -0.444 4.262 6.778
C -0.640 5.605 7.057
N 0.626 2.110 7.281
O 1.378 1.476 7.996
O 0.060 1.677 6.302
H -0.157 7.239 8.356
H 1.317 5.889 9.811
H 1.676 3.488 9.317
H -0.922 3.801 5.927
H -1.281 6.194 6.416
C 1.903 -10.301 1.598
C 1.201 -9.253 1.017
C 1.662 -8.673 -0.154
C 2.823 -9.162 -0.724
C 3.540 -10.201 -0.161
C 3.071 -10.771 1.011
N 3.299 -8.559 -1.981
O 2.647 -7.639 -2.427
O 4.298 -9.020 -2.493
H 1.538 -10.753 2.510
H 0.292 -8.887 1.474
H 1.126 -7.856 -0.615
H 4.445 -10.558 -0.630
H 3.618 -11.585 1.467
*
```

Atomic partial charges in e from the Löwdin method, atoms 1 to 99: -0.092, -0.145, -0.509, 0.074, -0.063, -0.268, -0.239, 0.724, -0.303, -0.301, -0.170, -0.168, -0.029, -0.360, 0.076, -0.174, -0.580, 0.077, 0.024, 0.073, 0.045, 0.070, 0.084, 0.115, 0.106, 0.095, 0.019, 0.028, -0.036, 0.028, 0.004, 0.095, 0.086, 0.095, 0.107, 0.118, 0.111, 0.105, 0.051, 0.027, -0.058, -0.063, -0.009, -0.150, -0.003, -0.061, -0.354, 0.070, 0.066, 0.109, 0.107, 0.117, 0.109, 0.080, -0.060, -0.066, -0.010, -0.153, 0.009, -0.054, -0.348, 0.072, 0.045, 0.103, 0.105, 0.115, 0.117, 0.106, -0.075, -0.072, -0.009, -0.153, 0.004, -0.055, -0.354, 0.070, 0.076, 0.109, 0.109, 0.117, 0.119, 0.086, -0.078, -0.066, 0.002, -0.140, -0.005, -0.071, -0.326, 0.094, 0.077, 0.104, 0.107, 0.122, 0.118, 0.105, -0.050, -0.064, 0.003



> Which of these has the lowest frontier orbital gap?

C72H71FInN10O25